Computed, not measured: a molecular structure, C6H9INPS at a distorted geometry, with ωB97M-V with the def2-TZVPD basis set.

Structure (XYZ):
```
19
Properties=species:S:1:pos:R:3
C -0.36 -0.29 -0.11
C -0.05 -1.70 0.38
C -0.22 1.69 -1.44
C -1.13 1.78 -0.18
C 0.17 0.25 -1.44
C -0.14 -1.69 1.91
N -1.11 0.50 0.57
P 2.39 -0.41 -1.12
S 1.69 -2.12 -0.19
I 2.72 1.23 0.66
H -0.56 -2.58 0.04
H -0.64 1.85 -2.39
H 0.64 2.35 -1.49
H -1.04 2.64 0.39
H -2.17 1.79 -0.33
H 0.16 -0.36 -2.36
H -1.01 -1.27 2.32
H 0.60 -1.03 2.29
H 0.05 -2.63 2.48
```

The calculation puts the HOMO-LUMO gap at 8.48 eV. The calculation puts the energy at -1325.9831 Eh. Its total charge is 0. The energy relative to the best compared isomer or geometry (same formula, charge and spin) comes out at 0.0 kcal/mol. Its spin multiplicity is 1.



Computed, not measured: a molecular structure, C6H9KO4 at a distorted geometry, with ωB97M-V with the def2-TZVPD basis set.

Structure (XYZ):
```
20
Properties=species:S:1:pos:R:3
O -2.01 0.40 -3.02
C -1.47 0.80 -1.96
O -0.77 1.84 -1.85
O -1.70 0.02 -0.87
C -1.04 0.28 0.36
K -1.20 2.41 -4.49
H -0.75 1.34 0.38
H -1.78 0.00 1.12
C 0.38 -0.85 3.08
C 0.75 -0.22 1.96
H -0.10 -1.83 3.06
H 0.54 -0.38 4.06
H 1.26 0.74 2.04
C 0.24 -0.59 0.60
C 1.35 -0.40 -0.44
O 0.95 -0.97 -1.67
H -0.07 -1.64 0.59
H 2.26 -0.89 -0.06
H 1.56 0.68 -0.55
H 1.59 -0.72 -2.35
```

The calculation puts the HOMO-LUMO gap at 7.70 eV. The calculation puts the energy at -1134.9407 Eh. Its total charge is 0. The energy relative to the best compared isomer or geometry (same formula, charge and spin) comes out at 0.0 kcal/mol. Its spin multiplicity is 1.



Computed, not measured: a molecular structure, C6H9MnN13O6P2, with ωB97M-V with the def2-TZVPD basis set.

Structure (XYZ):
```
37
Properties=species:S:1:pos:R:3
Mn -0.31 -0.83 -0.75
N -0.21 2.05 1.19
C -0.47 1.12 2.33
C -0.54 1.92 3.62
P -2.10 0.34 1.87
O -2.34 -0.65 3.11
O -3.10 1.42 1.84
O -1.78 -0.45 0.63
P 0.80 -0.20 2.33
O 2.11 0.72 2.68
O 0.45 -1.12 3.45
O 0.98 -0.70 0.93
H -0.98 2.71 1.09
H -0.12 1.56 0.29
H 0.67 2.56 1.30
H -1.41 2.58 3.60
H 0.37 2.50 3.77
H -0.65 1.23 4.46
H -1.51 -1.14 3.30
H 2.91 0.28 2.38
N 2.62 -0.53 -2.48
C 2.21 -1.80 -2.12
N 2.92 -2.88 -2.37
N 2.16 -3.88 -1.89
N 1.07 -3.42 -1.38
N 1.07 -2.08 -1.50
C 1.96 0.64 -2.20
N 2.42 1.83 -2.58
N 1.51 2.70 -2.13
N 0.55 2.08 -1.54
N 0.80 0.75 -1.55
H 3.50 -0.45 -2.95
N -1.62 -1.01 -2.22
C -2.36 -1.20 -3.10
N -3.18 -1.24 -4.09
C -3.87 -2.28 -4.45
N -4.54 -3.14 -4.87
```

The calculation puts the HOMO-LUMO gap (alpha / beta) at 7.17 / 7.03 eV. The calculation puts the energy at -3231.3718 Eh. Its total charge is -2. The expectation value of S² is 1.11. The energy relative to the best compared isomer or geometry (same formula, charge and spin) comes out at 5.7 kcal/mol. Its spin multiplicity is 2.



Computed, not measured: a single C6H9N molecule at a distorted geometry, with ωB97M-V with the def2-TZVPD basis set.

Structure (XYZ):
```
16
Properties=species:S:1:pos:R:3
C 1.79 -0.38 0.02
C 0.38 -0.11 0.40
C -0.65 0.27 -0.41
C -0.43 0.79 -1.82
C -1.95 0.33 0.07
C -1.24 -0.67 2.02
N 0.01 -0.45 1.69
H 1.98 -0.01 -0.99
H 2.01 -1.45 0.04
H 2.50 0.12 0.70
H -1.35 0.81 -2.43
H 0.29 0.16 -2.35
H -0.05 1.81 -1.78
H -2.65 -0.14 -0.67
H -1.25 -0.76 3.15
H 0.77 -0.40 2.38
```

The calculation puts the HOMO-LUMO gap at 7.82 eV. The calculation puts the energy at -288.5826 Eh. Its total charge is 0. The energy relative to the best compared isomer or geometry (same formula, charge and spin) comes out at 125.2 kcal/mol. Its spin multiplicity is 1.